This record from the Open Molecules 2025 dataset describes an isolated molecule of C4H4O2. The level of theory is ωB97M-V/def2-TZVPD.

Values from the calculation:
LUMO level (eV): -0.04
Kohn-Sham gap (Eh): 0.3873
Strongest force on any atom (eV/A): 0.6
SMILES string: C#CC(=O)CO
ΔE to the lowest compared entry with this formula, charge and spin (eV): 1.917
HOMO level (eV): -10.6

Geometry as ORCA input:
```
! wB97M-V def2-TZVPD RIJCOSX def2/J DEFGRID3
* xyz 0 1
O 0.69 1.71 1.37
C 0.66 0.37 0.97
C -0.06 0.25 -0.37
O -0.07 1.21 -1.11
C -0.70 -0.99 -0.82
C -1.31 -1.88 -1.35
H 0.79 2.24 0.57
H 0.18 -0.21 1.76
H 1.67 -0.03 0.82
H -1.86 -2.66 -1.85
*
```

---

This record from the Open Molecules 2025 dataset describes a structure of composition C2H3ClO2S. The level of theory is ωB97M-V/def2-TZVPD.

Values from the calculation:
LUMO level (spin up / spin down) (eV): -1.88 / -1.88
Kohn-Sham gap (spin up / spin down) (Eh): 0.2914 / 0.2916
Strongest force on any atom (eV/A): 4.5
ΔE to the lowest compared entry with this formula, charge and spin (eV): 3.129
HOMO level (spin up / spin down) (eV): -9.8 / -9.8

Geometry as ORCA input:
```
! wB97M-V def2-TZVPD RIJCOSX def2/J DEFGRID3
* xyz 0 1
C -0.25 -0.79 0.63
C -0.18 0.70 0.15
O 1.02 -1.18 0.55
O 0.89 -0.07 -2.31
S 1.31 0.41 -1.04
Cl -1.40 1.61 -0.78
H -0.70 -0.55 1.68
H -0.86 -1.45 0.10
H 0.16 1.31 1.02
*
```

---

This record from the Open Molecules 2025 dataset describes a cluster of 2 separate species, C6H12O in total. The level of theory is ωB97M-V/def2-TZVPD.

Values from the calculation:
LUMO level (eV): 0.96
Kohn-Sham gap (Eh): 0.3235
Strongest force on any atom (eV/A): 10.3
ΔE to the lowest compared entry with this formula, charge and spin (eV): 5.209
HOMO level (eV): -7.8

Geometry as ORCA input:
```
! wB97M-V def2-TZVPD RIJCOSX def2/J DEFGRID3
* xyz 0 1
C 1.35 -2.45 0.22
C 0.59 -1.25 0.74
C 0.71 -0.04 -0.16
C 0.09 1.17 0.27
C -0.43 2.25 -0.63
C -1.61 1.48 -0.19
O -2.17 0.50 -0.96
H 1.00 -2.74 -0.78
H 2.42 -2.22 0.13
H 1.24 -3.32 0.86
H 0.93 -0.99 1.75
H -0.47 -1.51 0.85
H 0.35 -0.26 -1.17
H 1.77 0.27 -0.25
H -0.72 1.76 1.35
H -0.19 2.08 -1.67
H -0.39 3.30 -0.31
H -2.42 2.13 0.16
H -2.20 -0.29 -0.40
*
```

---

This record from the Open Molecules 2025 dataset describes a structure of composition C3HCuO3. The level of theory is ωB97M-V/def2-TZVPD.

Values from the calculation:
LUMO level (spin up / spin down) (eV): -0.54 / -2.47
Kohn-Sham gap (spin up / spin down) (Eh): 0.2023 / 0.2376
Strongest force on any atom (eV/A): 6.2
<S²>: 2.01
ΔE to the lowest compared entry with this formula, charge and spin (eV): 0.095
HOMO level (spin up / spin down) (eV): -6.0 / -8.9

Geometry as ORCA input:
```
! wB97M-V def2-TZVPD RIJCOSX def2/J DEFGRID3
* xyz 0 3
H 0.46 2.24 0.10
O 2.74 0.19 0.13
C 1.65 0.58 -0.01
C 0.45 1.15 -0.08
O -0.73 0.51 -0.12
C -1.74 -1.63 -0.36
O -1.31 -2.55 -0.98
Cu -1.52 -0.49 1.32
*
```

---

This record from the Open Molecules 2025 dataset describes a structure of composition C33H16Cl7MoN5O4. The level of theory is ωB97M-V/def2-TZVPD.

Values from the calculation:
LUMO level (spin up / spin down) (eV): -3.19 / -2.81
Kohn-Sham gap (spin up / spin down) (Eh): 0.1325 / 0.1465
Strongest force on any atom (eV/A): 4.0
<S²>: 2.06
ΔE to the lowest compared entry with this formula, charge and spin (eV): 5.537
HOMO level (spin up / spin down) (eV): -6.8 / -6.8

Geometry as ORCA input:
```
! wB97M-V def2-TZVPD RIJCOSX def2/J DEFGRID3
* xyz 0 3
Mo 0.75 -0.46 0.09
O 3.67 1.79 2.13
C 2.97 1.12 1.35
N 2.09 0.08 1.59
C 2.46 -0.98 2.47
C 3.17 -0.74 3.64
C 3.59 -1.82 4.39
C 3.20 -3.09 4.09
C 2.40 -3.32 2.96
C 2.14 -2.26 2.08
N 1.42 -2.35 0.86
C 1.37 -3.44 0.06
O 1.74 -4.58 0.30
C 0.70 -3.12 -1.22
C 0.49 -4.04 -2.24
C -0.18 -3.62 -3.37
C -0.56 -2.31 -3.56
C -0.24 -1.40 -2.57
N 0.33 -1.85 -1.44
C 3.05 1.47 -0.10
C 3.79 2.63 -0.42
C 3.77 3.13 -1.70
C 2.99 2.49 -2.66
C 2.27 1.38 -2.31
N 2.32 0.86 -1.06
H 3.41 0.29 3.90
H 4.25 -1.64 5.21
H 3.55 -3.92 4.67
H 2.10 -4.32 2.68
H 0.81 -5.10 -2.12
H -0.33 -4.41 -4.12
H -1.09 -2.04 -4.46
H -0.41 -0.33 -2.67
H 4.45 3.03 0.35
H 4.42 3.93 -2.01
H 2.89 2.92 -3.66
H 1.57 0.97 -2.99
Cl -4.93 5.24 -3.91
C -3.69 4.39 -3.21
C -3.93 3.04 -2.77
Cl -5.56 2.40 -2.62
C -2.89 2.22 -2.43
Cl -3.12 0.60 -1.99
C -1.51 2.75 -2.44
O -0.50 2.04 -2.56
C -1.42 4.22 -2.31
Cl -0.19 4.84 -1.38
C -2.45 4.98 -2.86
Cl -2.22 6.66 -3.25
Cl -4.20 -4.21 1.25
C -3.51 -2.71 1.66
C -3.97 -2.11 2.82
C -3.45 -0.93 3.31
Cl -4.03 -0.26 4.79
C -2.51 -0.22 2.51
C -2.19 1.11 2.84
C -1.47 1.86 1.93
C -0.93 1.24 0.79
N -1.02 -0.13 0.61
C -1.93 -0.88 1.41
C -2.40 -2.12 0.89
O -2.02 -2.60 -0.21
H -4.77 -2.60 3.33
H -2.56 1.52 3.77
H -1.30 2.93 2.01
H -0.63 1.82 -0.11
*
```

---

This record from the Open Molecules 2025 dataset describes a structure of composition C4H9N2O. The level of theory is ωB97M-V/def2-TZVPD.

Values from the calculation:
LUMO level (spin up / spin down) (eV): -6.72 / -6.72
Kohn-Sham gap (spin up / spin down) (Eh): 0.3110 / 0.3112
Strongest force on any atom (eV/A): 7.2
ΔE to the lowest compared entry with this formula, charge and spin (eV): 8.040
HOMO level (spin up / spin down) (eV): -15.2 / -15.2

Geometry as ORCA input:
```
! wB97M-V def2-TZVPD RIJCOSX def2/J DEFGRID3
* xyz 1 1
C -1.22 -0.15 -0.46
C -0.72 -1.47 0.23
C 0.17 0.66 -0.68
C 0.28 1.73 0.40
N 0.73 -1.35 0.19
N 1.15 -0.29 -0.30
O 2.89 -0.06 -0.27
H -1.73 -0.37 -1.40
H -1.88 0.49 0.12
H -1.01 -1.56 1.24
H -1.13 -2.44 -0.26
H 0.51 1.10 -1.66
H 0.33 1.09 1.35
H -0.69 2.16 0.46
H 1.11 2.46 0.37
H 1.21 -1.99 0.68
*
```

---

This record from the Open Molecules 2025 dataset describes a cluster of 2 separate species, C32H46ClF8NO6PS in total. The level of theory is ωB97M-V/def2-TZVPD.

Values from the calculation:
LUMO level (eV): 0.43
Kohn-Sham gap (Eh): 0.1484
Strongest force on any atom (eV/A): 1.5
HOMO level (eV): -3.6

Geometry as ORCA input:
```
! wB97M-V def2-TZVPD RIJCOSX def2/J DEFGRID3
* xyz -1 1
C -5.03 -1.89 3.66
C -3.82 -2.41 2.87
C -2.80 -1.27 2.66
C -2.00 -0.89 3.93
C -1.92 -1.31 1.42
C -1.96 -0.13 0.65
C -1.18 0.07 -0.48
C -0.29 -0.87 -0.97
C 0.59 -0.47 -2.14
C 1.50 0.75 -1.84
C 3.01 0.49 -1.95
S 3.95 0.61 -0.39
C -0.32 -2.12 -0.30
C 0.45 -3.28 -0.94
F -0.03 -4.48 -0.55
F 0.26 -3.27 -2.29
C 2.00 -3.28 -0.65
F 2.71 -3.05 -1.76
F 2.29 -2.32 0.24
F 2.38 -4.44 -0.13
C -1.05 -2.34 0.90
P -0.64 -3.98 1.73
O -0.94 -3.55 3.27
Cl -2.33 -5.05 1.16
C -1.51 1.40 -1.05
O -1.14 1.88 -2.09
N -2.40 2.06 -0.17
C -3.58 2.67 -0.84
C -3.27 4.08 -1.34
C -3.29 5.13 -0.23
C -2.67 6.45 -0.72
C -1.15 6.47 -0.50
C -0.39 7.32 -1.54
C 0.84 8.06 -0.98
C 2.17 7.58 -1.58
C 2.41 6.07 -1.36
C 3.65 5.76 -0.50
O 3.45 4.72 0.43
C 3.28 3.46 -0.18
C -2.74 1.14 0.86
O -3.51 1.43 1.73
H -5.59 -2.73 4.09
H -5.70 -1.31 3.02
H -4.70 -1.27 4.49
H -4.16 -2.76 1.89
H -3.39 -3.25 3.40
H -3.45 -0.42 2.50
H -0.93 -1.09 3.81
H -2.15 0.15 4.19
H -2.31 -1.52 4.77
H 1.22 -1.27 -2.49
H -0.08 -0.18 -2.95
H 1.27 1.19 -0.87
H 1.26 1.52 -2.57
H 3.22 -0.47 -2.41
H 3.45 1.26 -2.58
H 2.91 0.67 0.44
H -0.86 -4.34 3.83
H -4.37 2.72 -0.10
H -3.92 2.03 -1.65
H -2.28 4.08 -1.81
H -3.98 4.34 -2.13
H -4.31 5.27 0.13
H -2.69 4.73 0.60
H -3.14 7.30 -0.23
H -2.85 6.53 -1.80
H -0.78 5.44 -0.51
H -0.95 6.89 0.49
H -0.07 6.66 -2.35
H -1.09 8.05 -1.94
H 0.89 7.96 0.11
H 0.75 9.13 -1.18
H 2.20 7.82 -2.64
H 2.98 8.15 -1.12
H 1.56 5.64 -0.84
H 2.50 5.57 -2.33
H 3.90 6.64 0.10
H 4.51 5.53 -1.13
H 4.13 3.23 -0.84
H 2.36 3.40 -0.76
H 3.24 2.71 0.61
C 2.02 -7.65 -0.08
C 2.70 -8.56 -1.10
O 3.53 -9.56 -0.57
C 2.88 -10.83 -0.17
O 2.00 -11.30 -0.99
C 2.29 -10.68 1.27
F 3.05 -9.92 2.12
F 2.23 -11.91 1.85
F 1.04 -10.18 1.35
H 2.72 -7.39 0.72
H 1.68 -6.74 -0.57
H 1.15 -8.13 0.37
H 3.37 -7.93 -1.71
H 1.97 -9.00 -1.78
H 3.79 -11.44 0.02
*
```

---

This record from the Open Molecules 2025 dataset describes a cluster of 3 separate species, C15H31O6P in total. The level of theory is ωB97M-V/def2-TZVPD.

Values from the calculation:
LUMO level (eV): 0.43
Kohn-Sham gap (Eh): 0.3345
Strongest force on any atom (eV/A): 4.0
SMILES string: CC(=O)OCCCCCP.CCOC(C)=O.CCOC(C)=O
HOMO level (eV): -8.7

Geometry as ORCA input:
```
! wB97M-V def2-TZVPD RIJCOSX def2/J DEFGRID3
* xyz 0 1
C 1.76 1.53 -1.52
C 1.65 3.06 -1.11
O 1.83 3.34 0.10
O 1.42 4.14 -2.00
C 0.01 4.59 -1.91
C -0.72 4.05 -3.22
C -2.07 3.22 -2.96
C -2.00 2.16 -1.76
C -3.34 2.25 -0.86
P -3.65 3.94 -0.07
H 0.78 1.04 -1.83
H 2.50 1.44 -2.38
H 2.19 0.89 -0.67
H -0.48 4.27 -0.93
H 0.03 5.74 -1.88
H -0.03 3.46 -3.93
H -1.03 4.98 -3.83
H -2.27 2.61 -3.91
H -2.94 3.95 -2.88
H -2.02 1.11 -2.23
H -1.05 2.20 -1.14
H -3.28 1.39 -0.10
H -4.25 2.03 -1.53
H -3.99 4.81 -1.17
H -2.45 4.42 0.57
O 0.19 -3.12 -0.67
C 1.39 -3.03 -0.75
O 1.97 -2.72 -1.93
C 3.36 -2.41 -2.09
C 4.19 -3.67 -2.24
C 2.27 -3.34 0.43
H 3.72 -1.77 -1.28
H 3.44 -1.82 -3.01
H 4.13 -4.30 -1.35
H 5.24 -3.42 -2.42
H 3.82 -4.26 -3.08
H 2.41 -4.42 0.50
H 1.76 -2.99 1.33
H 3.24 -2.84 0.41
O 0.64 -4.17 3.37
C -0.11 -3.26 3.65
O -0.36 -2.97 4.94
C -1.08 -1.80 5.38
C -2.57 -2.04 5.34
C -0.83 -2.50 2.57
H -0.78 -0.92 4.81
H -0.77 -1.62 6.41
H -2.93 -2.24 4.33
H -3.11 -1.17 5.73
H -2.83 -2.91 5.95
H -1.71 -3.06 2.27
H -0.16 -2.40 1.71
H -1.11 -1.49 2.86
*
```

---

This record from the Open Molecules 2025 dataset describes an isolated molecule of C2H6N2O3. The level of theory is ωB97M-V/def2-TZVPD.

Values from the calculation:
LUMO level (eV): -0.54
Kohn-Sham gap (Eh): 0.3722
Strongest force on any atom (eV/A): 5.0
SMILES string: CCN(O)[N+](=O)[O-]
ΔE to the lowest compared entry with this formula, charge and spin (eV): 7.815
HOMO level (eV): -10.7

Geometry as ORCA input:
```
! wB97M-V def2-TZVPD RIJCOSX def2/J DEFGRID3
* xyz 0 1
C 1.35 -0.42 0.60
C 0.55 -0.32 -0.66
N -0.69 0.33 -0.52
N -1.71 -0.34 0.11
O -1.44 -1.50 0.24
O -2.72 0.25 0.39
O -0.35 1.89 0.03
H 1.26 0.56 1.14
H 1.07 -1.06 1.35
H 2.37 -0.65 0.39
H 1.07 0.26 -1.61
H 0.40 -1.29 -1.10
H -1.16 2.28 -0.37
*
```

---

This record from the Open Molecules 2025 dataset describes a cluster of 2 separate species, CH6NO2 in total. The level of theory is ωB97M-V/def2-TZVPD.

Values from the calculation:
LUMO level (eV): 4.76
Kohn-Sham gap (Eh): 0.2932
Strongest force on any atom (eV/A): 0.4
ΔE to the lowest compared entry with this formula, charge and spin (eV): 0.000
HOMO level (eV): -3.2

Geometry as ORCA input:
```
! wB97M-V def2-TZVPD RIJCOSX def2/J DEFGRID3
* xyz -1 1
N 0.93 1.31 -0.41
C 0.71 0.40 0.75
O 0.48 -0.89 0.42
H 0.08 1.22 -0.96
H 1.68 0.87 -0.93
H -0.14 0.86 1.30
H 1.59 0.51 1.39
H -0.93 -0.82 -0.15
H -2.47 -1.10 0.05
O -1.86 -0.76 -0.61
*
```

---

This record from the Open Molecules 2025 dataset describes a structure of composition C15H11Cl2MnNO3SSc. The level of theory is ωB97M-V/def2-TZVPD.

Values from the calculation:
LUMO level (spin up / spin down) (eV): -14.77 / -15.79
Kohn-Sham gap (spin up / spin down) (Eh): 0.2113 / 0.1740
Strongest force on any atom (eV/A): 9.0
<S²>: 6.20
HOMO level (spin up / spin down) (eV): -20.5 / -20.5

Geometry as ORCA input:
```
! wB97M-V def2-TZVPD RIJCOSX def2/J DEFGRID3
* xyz 4 5
Sc -1.82 -0.96 -3.63
Mn -0.29 0.79 0.81
Cl -2.18 -2.72 -2.22
Cl -1.02 0.53 -1.40
C 1.04 2.00 1.24
C -0.27 -2.07 -4.61
C -0.23 0.46 -4.33
O 1.98 2.45 1.76
O 0.68 -2.52 -5.12
O 0.69 1.08 -4.67
N -0.55 -0.91 1.74
S 0.55 -0.91 3.00
C -0.15 0.51 3.87
C -1.52 0.72 3.90
C -2.02 1.85 4.57
C -1.14 2.73 5.22
C 0.23 2.47 5.23
C 0.73 1.34 4.57
C -0.06 -2.24 4.04
C 0.72 -2.57 5.16
C 0.29 -3.57 6.03
C -0.91 -4.24 5.78
C -1.69 -3.90 4.67
C -1.26 -2.91 3.79
H -0.53 -1.80 1.23
H -2.19 0.03 3.38
H -3.10 2.04 4.58
H -1.52 3.62 5.71
H 0.92 3.14 5.74
H 1.80 1.11 4.56
H 1.66 -2.03 5.33
H 0.90 -3.83 6.89
H -1.24 -5.02 6.47
H -2.63 -4.42 4.49
H -1.85 -2.65 2.91
*
```

---

This record from the Open Molecules 2025 dataset describes a structure of composition C24H35N6OTa. The level of theory is ωB97M-V/def2-TZVPD.

Values from the calculation:
LUMO level (eV): -6.39
Kohn-Sham gap (Eh): 0.2431
Strongest force on any atom (eV/A): 1.3
ΔE to the lowest compared entry with this formula, charge and spin (eV): 0.560
HOMO level (eV): -13.0

Geometry as ORCA input:
```
! wB97M-V def2-TZVPD RIJCOSX def2/J DEFGRID3
* xyz 2 1
Ta -0.36 -0.37 0.65
C -5.64 3.27 -0.09
C -4.42 2.45 0.13
C -4.49 1.06 0.27
C -3.35 0.34 0.49
N -2.12 0.91 0.59
C -2.04 2.25 0.45
C -3.15 3.03 0.22
H -6.43 2.69 -0.56
H -5.42 4.14 -0.71
H -6.00 3.64 0.87
H -5.44 0.54 0.21
H -3.39 -0.74 0.59
H -1.05 2.67 0.53
H -3.03 4.10 0.11
C 2.02 -3.33 3.68
N 2.20 -3.02 2.24
C 3.29 -3.48 1.56
C 3.48 -3.23 0.24
C 2.48 -2.47 -0.43
N 1.42 -2.04 0.26
C 1.30 -2.30 1.55
O 0.25 -1.79 2.10
N 2.53 -2.18 -1.72
H 1.83 -4.39 3.80
H 1.18 -2.76 4.05
H 2.93 -3.04 4.21
H 3.99 -4.06 2.14
H 4.34 -3.61 -0.27
H 3.28 -2.51 -2.30
H 1.75 -1.70 -2.16
C 2.00 1.16 -4.00
N 0.60 1.54 -3.95
C 0.38 2.90 -4.38
C -0.04 1.19 -2.70
C -0.48 -0.26 -2.63
C -0.78 -0.96 -3.80
C -1.30 -2.24 -3.75
C -1.53 -2.87 -2.54
C -1.20 -2.19 -1.37
C -0.66 -0.90 -1.40
H 2.27 0.77 -4.99
H 2.21 0.38 -3.26
H 2.67 2.00 -3.78
H 0.74 3.03 -5.40
H 0.89 3.65 -3.75
H -0.69 3.12 -4.38
H -0.93 1.81 -2.59
H 0.59 1.40 -1.82
H -0.61 -0.46 -4.75
H -1.53 -2.76 -4.68
H -1.95 -3.86 -2.49
H -1.35 -2.72 -0.42
C 1.88 3.01 0.10
C 1.89 1.83 1.07
C 3.23 1.09 0.98
C 1.64 2.32 2.50
N 0.84 0.89 0.73
H 2.75 3.64 0.29
H 0.99 3.63 0.23
H 1.93 2.68 -0.94
H 4.04 1.73 1.32
H 3.43 0.79 -0.05
H 3.21 0.20 1.62
H 2.34 3.12 2.75
H 1.78 1.51 3.22
H 0.63 2.71 2.61
*
```